36
Properties=species:S:1:pos:R:3:forces:R:3:nbo_charge:R:1 method="wB97M-V/def2-TZVPD" mol_weight_da=184.399 homo_lumo_gap_ha=0.3424 total_energy_ev=-19671.8382 smiles="C=C(C)[Si](C)(C)C.CC=C(C)C"
C -1.6592 -0.6522 -0.0915 -0.366 0.041 -0.423 -0.378
C -0.4353 -0.8489 0.3718 0.622 -1.090 0.384 -0.404
C 0.1801 -2.1417 -0.1143 -0.263 -1.098 2.094 -0.643
Si 0.1910 0.0881 1.9578 -0.958 0.038 1.647 1.567
C -0.6446 -0.8100 3.5505 -0.934 -0.224 -1.921 -1.066
C 2.0802 0.3137 2.3271 -1.312 -1.102 -3.653 -1.073
C -0.5325 1.8466 2.1129 1.230 -0.855 1.173 -1.104
H -2.1692 0.1986 0.2926 -0.947 0.524 -0.061 0.192
H -2.1297 -1.2850 -0.9015 0.491 0.800 1.274 0.192
H -0.3651 -2.5557 -0.9734 -0.263 -0.210 0.657 0.210
H 0.2438 -2.8235 0.8300 -0.511 0.555 -1.788 0.213
H 1.1777 -2.1511 -0.4431 1.622 0.689 -0.352 0.210
H -1.0926 -1.8328 3.4055 0.876 0.794 0.003 0.233
H -0.0817 -0.7615 4.4451 1.103 -0.307 0.783 0.224
H -1.5166 -0.2186 3.8282 -0.236 0.321 -0.351 0.228
H 2.5118 0.9842 1.5410 -0.120 -0.318 1.114 0.233
H 2.2733 0.5551 3.3143 0.300 0.891 1.855 0.238
H 2.4976 -0.6745 2.1443 0.378 -0.161 0.003 0.230
H -0.3025 2.5152 1.3478 1.057 1.114 -1.460 0.226
H -1.5669 1.9646 2.1536 -2.077 -0.469 0.277 0.233
H -0.1635 2.2998 3.0545 0.048 -0.339 -0.364 0.238
C -1.0809 -0.7662 -3.5368 0.874 -0.023 -0.377 -0.656
C 0.2512 -0.4101 -2.9928 -0.502 1.114 2.375 -0.203
C 0.4032 0.5385 -2.0424 -0.213 -0.261 -1.463 0.031
C 1.6787 0.7055 -1.3651 2.434 -0.779 2.318 -0.639
C -0.5793 1.6393 -1.7992 1.141 0.075 2.086 -0.652
H -1.5946 -1.2047 -2.6949 -0.776 0.059 0.021 0.208
H -0.8692 -1.6083 -4.2022 -0.828 0.538 -0.689 0.219
H -1.5630 0.1515 -3.9129 -0.271 -0.988 -0.330 0.220
H 0.9828 -1.1768 -3.0283 0.917 -0.454 -0.273 0.187
H 1.6239 1.0162 -0.2499 -0.237 -0.377 -1.912 0.202
H 2.3385 -0.2248 -1.3724 -0.942 0.990 -0.084 0.214
H 2.2768 1.4590 -1.8610 0.192 0.481 -0.042 0.222
H -0.1938 2.5462 -2.1966 0.204 0.888 -1.023 0.218
H -1.5123 1.3777 -2.1854 -1.632 0.051 -0.510 0.215
H -0.6583 1.9462 -0.7131 -0.101 -0.908 -0.985 0.216